# C65H45CrN6OTe

A structure of composition C65H45CrN6OTe (ωB97M-V/def2-TZVPD, the OMol25 dataset).

Results
relative energy (zero: lowest compared OMol25 entry of this formula, charge and spin): 0.0 kcal per mole
HOMO level (spin up / spin down): -2.48 / -3.90 eV
gap between HOMO and LUMO (spin up / spin down): 4.60 / 5.59 eV
net charge: -1
LUMO energy (spin up / spin down): 2.12 / 1.70 eV
multiplicity: 5

CARTESIAN COORDINATES (ANGSTROEM)
Cr1 0.104 0.411 -0.458
C1 3.706 3.014 -6.857
C2 2.648 2.123 -6.949
C3 1.989 1.693 -5.804
C4 2.364 2.148 -4.540
C5 3.424 3.057 -4.465
C6 4.092 3.482 -5.605
C7 1.679 1.682 -3.300
C8 0.325 1.913 -3.159
C9 -0.524 2.451 -4.209
C10 -1.791 2.170 -3.869
C11 -1.758 1.499 -2.576
N1 -0.461 1.504 -2.109
C12 -2.867 0.902 -2.001
C13 -2.915 0.582 -0.605
C14 -4.077 0.490 0.193
C15 -3.681 0.755 1.492
C16 -2.282 0.909 1.479
C17 -1.469 1.379 2.560
C18 -2.140 1.787 3.822
C19 -1.988 3.085 4.318
C20 -2.631 3.493 5.478
C21 -3.450 2.611 6.172
C22 -3.605 1.316 5.698
C23 -2.952 0.907 4.542
C24 -0.098 1.509 2.466
N2 0.685 1.180 1.379
C25 1.984 1.079 1.848
C26 3.089 0.649 1.143
C27 4.379 0.513 1.883
C28 4.588 -0.548 2.759
C29 5.770 -0.651 3.483
C30 6.761 0.309 3.342
C31 6.569 1.369 2.463
C32 5.389 1.467 1.738
C33 3.105 0.528 -0.265
C34 4.258 0.446 -1.086
C35 3.860 0.789 -2.358
C36 2.466 1.059 -2.295
N3 2.007 0.778 -1.040
C37 2.019 1.448 3.248
C38 0.759 1.736 3.621
N4 -1.811 0.732 0.204
C39 -4.036 0.651 -2.892
C40 -3.851 -0.087 -4.068
C41 -4.905 -0.351 -4.930
C42 -6.184 0.096 -4.627
C43 -6.389 0.827 -3.466
C44 -5.329 1.107 -2.614
H1 4.231 3.339 -7.748
H2 2.341 1.748 -7.919
H3 1.181 0.975 -5.884
H4 3.713 3.442 -3.495
H5 4.917 4.179 -5.515
H6 -0.184 2.956 -5.099
H7 -2.690 2.415 -4.411
H8 -5.086 0.339 -0.158
H9 -4.327 0.855 2.348
H10 -1.367 3.780 3.767
H11 -2.499 4.506 5.838
H12 -3.965 2.932 7.070
H13 -4.235 0.614 6.235
H14 -3.053 -0.115 4.197
H15 3.806 -1.291 2.874
H16 5.916 -1.484 4.162
H17 7.675 0.240 3.920
H18 7.337 2.125 2.349
H19 5.226 2.296 1.059
H20 5.256 0.218 -0.746
H21 4.481 0.854 -3.237
H22 2.910 1.478 3.857
H23 0.413 2.011 4.604
H24 -2.860 -0.469 -4.284
H25 -4.729 -0.919 -5.836
H26 -7.016 -0.128 -5.285
H27 -7.380 1.193 -3.224
H28 -5.495 1.728 -1.743
O1 -0.362 -0.957 -1.889
C45 0.147 -2.099 -2.215
C46 0.061 -2.548 -3.557
C47 0.552 -3.775 -3.944
C48 1.173 -4.622 -3.020
C49 1.268 -4.209 -1.708
C50 0.755 -2.977 -1.288
C51 0.735 -2.622 0.121
N5 0.589 -1.424 0.667
C52 0.518 -1.610 2.034
C53 0.627 -2.929 2.319
N6 0.777 -3.556 1.101
H29 -0.401 -1.876 -4.274
H30 0.459 -4.085 -4.979
H31 1.581 -5.576 -3.331
H32 1.770 -4.850 -0.989
H33 0.390 -0.786 2.716
H34 0.623 -3.471 3.249
H35 0.764 -4.547 0.942
Te1 -2.730 -2.449 0.294
C54 -2.567 -4.525 0.797
C55 -2.460 -4.896 2.138
C56 -2.314 -6.230 2.505
C57 -2.268 -7.220 1.531
C58 -2.360 -6.861 0.192
C59 -2.507 -5.527 -0.172
C60 -4.136 -2.927 -1.216
C61 -3.702 -3.222 -2.505
C62 -4.621 -3.567 -3.490
C63 -5.978 -3.596 -3.199
C64 -6.417 -3.283 -1.917
C65 -5.498 -2.954 -0.928
H36 -2.499 -4.130 2.905
H37 -2.252 -6.495 3.554
H38 -2.169 -8.262 1.813
H39 -2.309 -7.624 -0.577
H40 -2.568 -5.264 -1.220
H41 -2.642 -3.175 -2.741
H42 -4.273 -3.799 -4.491
H43 -6.694 -3.848 -3.973
H44 -7.477 -3.291 -1.690
H45 -5.838 -2.725 0.075